{"formula": "C13H9AuNO4", "method": "wB97M-V/def2-TZVPD", "symbols": ["Au", "O", "C", "O", "C", "C", "C", "C", "C", "N", "C", "O", "O", "H", "H", "H", "H", "C", "C", "C", "C", "C", "C", "H", "H", "H", "H", "H"], "coordinates": [[1.5982, -0.5052, -1.9998], [-2.0441, -0.3955, 2.6836], [-1.5016, -0.8430, 1.5260], [-2.1498, -1.3826, 0.6146], [-0.0501, -0.6413, 1.6410], [0.4473, 0.0107, 2.8739], [1.8082, -0.0208, 3.1474], [2.6889, -0.7000, 2.3116], [2.1639, -1.1955, 1.0376], [0.9142, -1.0452, 0.7446], [3.0083, -2.0813, 0.1564], [3.7045, -2.9666, 0.6761], [3.0804, -1.7641, -1.1409], [-2.9363, -0.8285, 2.7225], [-0.2378, 0.5578, 3.5635], [2.2035, 0.4564, 4.0251], [3.7577, -0.9654, 2.5421], [-2.4928, 1.8568, -2.6316], [-2.4768, 0.5670, -2.1077], [-1.2781, -0.1155, -2.0583], [-0.0743, 0.5548, -2.2778], [-0.1114, 1.8711, -2.6546], [-1.3139, 2.5540, -2.8563], [-3.4604, 2.2835, -2.8609], [-3.3703, 0.0991, -1.6962], [-1.2416, -1.2016, -1.7118], [0.8106, 2.3623, -2.8811], [-1.4462, 3.4785, -3.3891]], "forces_ev_per_a": [[-0.72, 0.28, 0.27], [-1.36, -1.25, -0.74], [-2.36, -1.22, -2.07], [2.10, 1.44, 2.56], [4.42, 1.75, 1.29], [-0.89, -0.30, -1.58], [0.39, -0.16, -0.61], [0.44, -1.72, -1.78], [0.60, 0.71, 4.02], [-3.14, -0.97, 0.08], [0.45, 2.61, -4.89], [-0.35, 0.11, 0.06], [0.26, -1.96, 4.05], [0.65, 0.77, 0.02], [0.63, -0.88, -0.71], [-0.04, 0.05, 0.33], [-1.24, 0.73, -0.03], [-0.21, -0.16, 0.52], [-0.07, 0.04, -0.14], [1.12, -2.24, 1.36], [-1.67, 0.09, -0.44], [0.85, 0.80, -0.31], [-0.97, -1.37, -0.61], [0.07, 0.32, 0.17], [0.10, -0.05, -0.55], [-0.28, 1.60, -0.40], [0.48, 0.48, -0.11], [0.74, 0.49, 0.24]], "total_charge": 1, "energy_ev": -26987.3018, "spin_multiplicity": 3, "homo_lumo_gap_ev": [7.9, 4.0]}

{"formula": "C13H9Cl2NO2", "method": "wB97M-V/def2-TZVPD", "symbols": ["O", "C", "O", "C", "C", "C", "C", "C", "C", "C", "Cl", "H", "H", "H", "Cl", "H", "H", "C", "N", "C", "C", "C", "C", "H", "H", "H", "H"], "coordinates": [[0.6985, 2.9415, -0.8793], [0.1338, 1.8799, -0.9331], [-0.9438, 1.6712, -0.1738], [-1.4956, 0.3735, 0.0313], [-0.7592, -0.3297, 1.1459], [-0.7792, 0.2120, 2.4342], [-0.0841, -0.3723, 3.4817], [0.6489, -1.5225, 3.2558], [0.6837, -2.0882, 1.9948], [-0.0138, -1.4909, 0.9555], [0.0561, -2.2477, -0.5985], [1.2475, -2.9880, 1.8080], [1.1935, -1.9822, 4.0654], [-0.1237, 0.0761, 4.4611], [-1.6898, 1.6392, 2.7394], [-2.5311, 0.5581, 0.3325], [-1.4826, -0.2090, -0.8910], [0.6173, 0.8080, -1.8683], [-0.2767, 0.2150, -2.6533], [0.1541, -0.6572, -3.5456], [1.4905, -0.9970, -3.6960], [2.4215, -0.3823, -2.8737], [1.9823, 0.5485, -1.9470], [2.6645, 1.0687, -1.2935], [3.4720, -0.6192, -2.9569], [1.7911, -1.7227, -4.4354], [-0.6142, -1.1047, -4.1622]], "forces_ev_per_a": [[-0.05, -0.25, 0.00], [0.31, 0.36, -0.03], [-0.17, 0.33, -0.10], [-0.19, -0.53, 0.05], [-0.07, 0.20, -0.12], [0.27, -0.40, -0.03], [-0.10, 0.13, -0.03], [-0.04, 0.01, -0.13], [0.01, -0.01, -0.04], [-0.03, 0.07, 0.31], [0.03, -0.23, -0.09], [0.04, -0.08, -0.04], [0.05, -0.04, 0.08], [-0.01, 0.06, 0.09], [-0.17, 0.21, 0.19], [0.18, -0.04, -0.09], [-0.10, 0.15, 0.27], [0.33, -0.17, -0.25], [-0.25, 0.40, 0.19], [0.12, -0.16, -0.24], [0.02, 0.07, 0.09], [-0.12, 0.01, 0.01], [-0.18, 0.00, 0.05], [0.06, 0.07, 0.03], [0.07, -0.01, 0.00], [0.01, -0.06, -0.07], [0.02, -0.09, -0.11]], "energy_ev": -44257.1112, "smiles": "O=C(OCc1c(Cl)cccc1Cl)c1ccccn1", "relative_energy_kj_mol": 28.2, "homo_lumo_gap_ev": 9.8}

{"formula": "C13H9Cl3N5", "method": "wB97M-V/def2-TZVPD", "symbols": ["N", "Cl", "Cl", "Cl", "C", "N", "N", "N", "C", "C", "C", "C", "C", "C", "C", "C", "C", "C", "N", "C", "C", "H", "H", "H", "H", "H", "H", "H", "H", "H"], "coordinates": [[-3.9781, -0.7767, 5.3356], [-3.0616, 0.7907, 2.2846], [1.8853, -2.7066, 4.2628], [-0.7861, -2.7611, 6.0938], [-2.9705, -0.7971, 4.8557], [1.5232, -1.0096, 1.7271], [1.7106, 0.1769, 1.0347], [-0.5967, -0.2254, 2.1280], [-1.6869, -0.2751, 2.8465], [0.4722, -0.9161, 2.6064], [0.5090, 1.2959, -1.3059], [1.5464, -0.3322, -2.7632], [0.5684, -1.6498, 3.8144], [-0.6260, -1.7080, 4.6002], [-1.7231, -0.8875, 4.1062], [1.5051, 0.2640, -1.4260], [-0.3048, 1.5250, -2.4346], [0.6918, 0.0219, -3.7746], [-0.2799, 0.9649, -3.5895], [2.5348, 0.0734, -0.1698], [-1.2113, 1.4602, -4.5826], [0.4974, 1.8816, -0.4321], [2.2152, -1.1998, -2.8349], [-1.0268, 2.3834, -2.3469], [0.7629, -0.4348, -4.7849], [3.2328, 0.9792, -0.1917], [3.0209, -0.8533, -0.3663], [-2.1918, 1.8380, -4.1609], [-1.5173, 0.6447, -5.2648], [-0.7151, 2.2334, -5.2675]], "forces_ev_per_a": [[-3.89, 0.20, 2.07], [1.47, -1.48, 0.63], [-0.52, 1.01, -0.59], [0.19, 1.90, -2.40], [4.55, -0.55, -2.38], [2.64, 5.30, -4.87], [-1.21, -5.26, 2.98], [0.37, -1.06, 0.74], [-0.09, 1.69, 0.33], [-0.73, 0.44, 0.48], [1.67, -2.68, -2.44], [0.55, -0.54, 2.74], [-1.70, -1.05, 0.74], [-0.46, 0.71, -0.36], [-0.46, -1.42, 1.57], [-0.96, 2.09, -0.44], [-1.15, 3.74, 4.37], [-0.02, -0.68, -1.25], [1.25, -1.32, -0.62], [-1.29, 1.12, -1.66], [-1.04, 0.45, -2.70], [-0.60, 0.66, 0.82], [-0.17, 0.58, -0.68], [0.66, -1.11, -0.04], [-0.18, 0.33, 0.94], [-0.85, -1.35, -0.03], [0.71, -0.76, 0.39], [1.58, -0.29, -0.07], [0.35, 0.20, 0.45], [-0.68, -0.89, 1.28]], "total_charge": 1, "energy_ev": -58633.9965, "smiles": "C[n+]1ccc(C/N=N/c2nc(Cl)c(C#N)c(Cl)c2Cl)cc1", "relative_energy_kj_mol": 193.9, "homo_lumo_gap_ev": 7.6}

What is the formula in the first record?
C13H9AuNO4